# 1
The following is a quantum chemistry calculation of a cluster of 11 separate species, C39H64N2O31 in total, from OMol25.

Summary:
Structure (SMILES): O=[N+]([O-])c1ccccc1.O=[N+]([O-])c1ccccc1.COC(=O)OC.COC(=O)OC.COC(=O)OC.COC(=O)OC.COC(=O)OC.COC(=O)OC.COC(=O)OC.COC(=O)OC.COC(=O)OC
Largest force on an atom: 3.52 eV/A

Geometry (Å):
O 11.2668 -29.1270 -10.0318
N 12.2721 -28.7929 -9.4654
O 13.3732 -29.1877 -9.7872
C 12.1499 -27.7232 -8.4674
C 13.1244 -26.7658 -8.4230
C 12.9227 -25.6861 -7.5493
C 11.7638 -25.6499 -6.7550
C 10.8287 -26.6673 -6.8191
C 11.0085 -27.7147 -7.7122
H 14.0894 -26.8400 -8.9422
H 13.7082 -24.9371 -7.4618
H 11.5200 -24.7233 -6.2614
H 9.9167 -26.6640 -6.3250
H 10.2975 -28.4774 -7.8251
O 17.9496 -21.8628 -12.4340
N 17.2795 -20.9763 -12.8771
O 17.5914 -20.1444 -13.6615
C 15.8309 -21.1395 -12.4569
C 14.9168 -20.6124 -13.3099
C 13.5390 -20.7919 -13.0629
C 13.1738 -21.4626 -11.9061
C 14.0827 -22.0188 -11.0286
C 15.4401 -21.9296 -11.3524
H 15.1661 -20.0213 -14.2228
H 12.7816 -20.5208 -13.7988
H 12.1279 -21.4342 -11.6993
H 13.7437 -22.4938 -10.1258
H 16.2067 -22.4025 -10.7821
C 16.9487 -20.6798 -8.3459
O 15.9714 -21.7287 -8.0275
C 16.0539 -22.4152 -6.8940
O 15.2263 -23.3090 -6.6521
O 17.0709 -22.0685 -6.1518
C 17.1796 -22.7119 -4.8411
H 17.9438 -21.1408 -8.0953
H 16.8024 -19.8279 -7.6904
H 16.8076 -20.5804 -9.3847
H 16.3867 -22.3396 -4.2116
H 18.0931 -22.3514 -4.3724
H 17.2589 -23.7686 -4.9767
C 13.1277 -20.5380 -8.2927
O 12.1608 -21.1077 -9.1369
C 11.2981 -21.9815 -8.6737
O 11.2635 -22.3635 -7.5198
O 10.4071 -22.2752 -9.6138
C 9.4471 -23.3416 -9.3570
H 13.7949 -19.9954 -8.9489
H 13.7340 -21.2248 -7.7430
H 12.6567 -19.7918 -7.6171
H 9.6742 -23.9726 -8.5259
H 9.3539 -23.9499 -10.2708
H 8.4365 -22.9265 -9.2235
C 11.7384 -17.0993 -9.2360
O 12.4497 -17.2490 -10.4640
C 11.8205 -17.7004 -11.5273
O 10.7099 -18.1488 -11.6561
O 12.5021 -17.5139 -12.6220
C 13.8732 -17.1684 -12.4688
H 11.3479 -18.0438 -8.7957
H 10.9448 -16.3541 -9.4282
H 12.5448 -16.6695 -8.5945
H 14.2629 -17.1006 -13.4719
H 14.4192 -17.9767 -11.9274
H 13.9155 -16.2799 -11.8379
C 12.5172 -21.3682 -4.6021
O 13.1689 -20.0739 -4.7145
C 14.1974 -19.9991 -3.8354
O 14.6862 -20.9349 -3.2171
O 14.5387 -18.7007 -3.6695
C 15.7829 -18.4982 -3.0137
H 13.2422 -22.1398 -4.5837
H 11.7175 -21.4605 -5.4129
H 11.9957 -21.3662 -3.6496
H 15.6503 -17.5636 -2.4620
H 16.4449 -18.3056 -3.8686
H 16.1167 -19.3083 -2.3967
C 5.8415 -23.8227 -10.4012
O 6.0877 -25.2129 -10.1321
C 6.6323 -25.5768 -8.9199
O 7.0245 -24.7964 -8.1005
O 6.7974 -26.8615 -8.7555
C 6.4728 -27.7371 -9.8479
H 4.7549 -23.6661 -10.3235
H 6.2340 -23.4666 -11.4112
H 6.1906 -23.1682 -9.6483
H 5.4160 -27.6589 -10.0890
H 6.7967 -28.6980 -9.5298
H 6.9202 -27.4607 -10.7788
C 19.2857 -16.9132 -6.9506
O 18.0754 -17.3808 -6.3342
C 16.9027 -16.9060 -6.8193
O 16.7413 -15.9882 -7.5815
O 15.9697 -17.6087 -6.1812
C 14.6183 -17.3186 -6.5934
H 19.0507 -16.5384 -7.9528
H 19.9686 -17.7305 -7.0709
H 19.7709 -16.0628 -6.4238
H 14.5367 -17.3248 -7.6745
H 14.4339 -16.2993 -6.2893
H 14.0192 -18.0649 -6.0435
C 10.9448 -23.7762 -13.9410
O 10.1587 -23.3446 -12.7504
C 9.4447 -22.2241 -12.8873
O 8.4614 -21.9524 -12.2409
O 9.9153 -21.5239 -13.8713
C 9.3288 -20.2411 -14.0234
H 11.9110 -23.1572 -13.9961
H 10.4036 -23.5841 -14.8694
H 11.1043 -24.8403 -13.9430
H 9.6217 -19.8078 -14.9357
H 9.7524 -19.6077 -13.2393
H 8.2507 -20.3002 -13.8673
C 7.0910 -24.2215 -4.6095
O 8.0656 -23.6409 -3.6213
C 7.7330 -22.4833 -3.2300
O 6.7738 -21.8398 -3.5893
O 8.6898 -22.0112 -2.4056
C 8.6982 -20.6059 -2.1488
H 6.8353 -23.4518 -5.3600
H 6.2430 -24.5089 -4.0028
H 7.6398 -25.0209 -5.0456
H 8.0351 -20.0017 -2.7176
H 9.7020 -20.2495 -2.3141
H 8.4748 -20.4228 -1.1134
C 10.3173 -17.5986 -4.3120
O 9.6876 -18.4754 -5.2441
C 10.3298 -18.6124 -6.4064
O 11.3162 -17.9611 -6.6508
O 9.7640 -19.5011 -7.2085
C 8.8146 -20.3797 -6.5074
H 11.1987 -18.1043 -3.8907
H 9.6761 -17.6381 -3.4058
H 10.6171 -16.6229 -4.7341
H 7.8931 -19.8894 -6.4567
H 9.1773 -20.6040 -5.5492
H 8.8024 -21.3015 -7.0545

Atoms 1-6, force components in eV/Å:
-1.34 -0.57 -0.14
0.88 0.54 -0.74
0.48 -0.03 0.48
0.08 -0.81 -0.55
1.11 1.05 0.99
-0.10 -0.72 0.09

---

# 2
The following is a quantum chemistry calculation of an isolated molecule of C5H6, from OMol25.

Summary:
Energy relative to the best compared isomer or geometry (same formula, charge and spin): 299.3 kJ/mol
Structure (SMILES): C=CC1C=C1
Largest force on an atom: 4.05 eV/A

Geometry (Å):
C 1.6812 -0.4478 -0.1292
C 0.8545 0.6296 0.0907
C -0.5573 0.4335 0.5973
C -1.7964 0.3447 -0.3357
C -1.3209 -0.8021 0.1342
H 2.7239 -0.2282 -0.5464
H 1.2228 -1.4058 -0.0478
H 1.2559 1.5574 -0.1350
H -0.7622 0.7407 1.5680
H -2.1379 0.9913 -1.0790
H -1.1636 -1.8134 -0.1171

Atoms 1-6, force components in eV/Å:
-0.35 3.44 -0.63
0.50 -3.81 0.02
-0.37 -1.23 -1.96
2.96 -1.98 1.92
-0.50 3.21 -1.07
-1.64 -0.85 0.74

---

Frontier orbital gap: 9.51, 10.62 (eV)